#i
A single C7H10O molecule, computed with wB97M-V/def2-TZVPD.

XYZ file:
```
18
Properties=species:S:1:pos:R:3:nbo_charge:R:1
O -1.38 2.22 -0.33 -0.552
C -1.18 1.05 0.01 0.582
C -0.16 -0.92 -0.09 -0.097
C 1.47 1.00 0.10 -0.430
C -1.71 -1.18 -0.20 -0.443
C 2.51 -0.04 -0.03 -0.605
C -2.30 0.08 0.37 -0.540
C 0.10 0.31 0.24 -0.156
H 2.56 -0.90 0.81 0.200
H -2.03 -1.64 -1.28 0.236
H 2.57 -0.57 -0.97 0.204
H 0.52 -1.75 -0.52 0.225
H 1.67 1.54 1.07 0.219
H -1.88 -2.11 0.44 0.217
H 1.51 1.79 -0.76 0.241
H -2.59 0.29 1.38 0.251
H -3.15 0.42 -0.24 0.235
H 3.45 0.39 0.00 0.213
```

Structure (SMILES): CCC1=CCCC1=O
E_HOMO, eV: -9.31

#ii
A single C7H10O molecule, computed with wB97M-V/def2-TZVPD.

XYZ file:
```
18
Properties=species:S:1:pos:R:3:nbo_charge:R:1
O -1.02 -0.84 -0.94 -0.519
C 2.31 -0.02 -0.16 -0.391
C -0.31 0.44 -1.07 0.051
C -0.67 1.55 -0.17 -0.446
C -0.79 0.75 1.19 -0.429
C 0.17 -0.39 0.90 -0.285
C -0.59 -1.49 0.14 -0.063
C 1.00 0.06 -0.24 -0.045
H -0.16 1.28 2.08 0.223
H 0.51 -0.88 1.97 0.225
H 0.21 2.30 -0.14 0.239
H -1.73 0.12 1.37 0.237
H 0.16 -2.37 0.35 0.160
H -1.66 2.28 -0.26 0.223
H -0.36 0.62 -2.14 0.226
H 3.26 0.44 -0.79 0.221
H 2.73 -0.39 0.92 0.203
H -1.55 -2.03 0.59 0.168
```

Structure (SMILES): C=C1[C@H]2CC[C@@H]1OC2
E_HOMO, eV: -9.15

#iii
A single C7H10O molecule, computed with wB97M-V/def2-TZVPD.

XYZ file:
```
18
Properties=species:S:1:pos:R:3:nbo_charge:R:1
O -1.26 -0.50 -1.37 -0.583
C -2.69 0.20 0.44 -0.707
C 0.90 -0.71 -0.18 0.104
C 1.68 -1.92 -0.45 -0.657
C -1.35 -0.10 -0.19 0.566
C 0.80 0.60 -0.05 0.042
C 1.35 1.95 -0.21 -0.653
C -0.21 -0.24 0.72 -0.385
H -3.44 0.38 -0.32 0.232
H 1.99 -1.94 -1.50 0.239
H -0.28 -0.31 1.80 0.206
H 2.44 1.92 -0.29 0.228
H -3.01 -0.66 1.04 0.236
H 1.10 -2.81 -0.24 0.227
H -2.62 1.06 1.10 0.218
H 0.96 2.41 -1.12 0.235
H 1.08 2.59 0.63 0.226
H 2.57 -1.93 0.18 0.227
```

Structure (SMILES): CC(=O)C1C(C)=C1C
E_HOMO, eV: -8.56

#iv
A molecular structure, C7H10O, computed with wB97M-V/def2-TZVPD.

XYZ file:
```
18
Properties=species:S:1:pos:R:3:nbo_charge:R:1
O -1.77 0.92 -0.61 -0.709
C -0.68 -1.12 0.12 0.023
C 0.46 2.22 -0.55 -0.396
C -1.21 -2.01 -0.73 -0.419
C 0.42 1.10 0.36 0.006
C 1.39 0.22 1.05 -0.455
C 0.77 -1.25 0.74 -0.427
C -0.91 0.41 0.35 -0.014
H -1.70 0.42 1.13 0.241
H 1.24 0.17 2.19 0.236
H 1.54 2.72 -1.02 0.211
H -0.32 2.55 -1.19 0.177
H 1.40 -1.65 -0.01 0.213
H -1.13 1.44 -1.53 0.445
H 0.67 -1.84 1.63 0.215
H -1.98 -1.63 -1.60 0.210
H -0.77 -2.87 -1.15 0.203
H 2.58 0.22 0.83 0.240
```

E_HOMO, eV: -9.33

Name the least stable of them. #iv.